Density functional theory data (the ωB97M-V functional and the def2-TZVPD basis) for C42H53MnN10O2Se2 as an isolated structure.

**<S²>**: 3.93
**Orbital gap (alpha / beta)**: 0.273 / 0.274 Ha
**Total charge**: +1
**2S+1**: 4

Cartesian coordinates (Å):
Mn -0.43 -0.17 -0.01
C -0.86 -0.84 4.47
N -1.63 0.31 4.01
C -2.15 1.19 5.04
C -1.50 0.70 2.70
N -1.73 -0.11 1.69
C -2.57 -1.23 1.72
C -3.00 -2.06 2.67
C -3.66 -3.32 2.39
C -3.39 -4.10 1.32
C -2.47 -3.78 0.25
C -2.24 -2.54 -0.22
N -1.27 -2.12 -1.13
C -1.06 -2.77 -2.25
N -1.92 -3.65 -2.83
C -1.46 -4.74 -3.69
C -3.36 -3.64 -2.65
N 0.14 -2.60 -2.90
C 1.25 -2.00 -2.17
C 0.11 -2.21 -4.31
N -1.17 1.98 2.44
C -1.41 2.58 1.13
C -0.24 2.71 3.30
H -1.43 -1.41 5.21
H 0.08 -0.51 4.93
H -0.62 -1.49 3.63
H -2.88 0.64 5.63
H -2.65 2.04 4.58
H -1.37 1.55 5.71
H -2.81 -1.82 3.71
H -4.29 -3.73 3.17
H -3.80 -5.10 1.32
H -1.92 -4.59 -0.21
H -0.38 -4.78 -3.72
H -1.85 -4.63 -4.70
H -1.84 -5.68 -3.28
H -3.71 -2.67 -2.30
H -3.68 -4.41 -1.94
H -3.82 -3.83 -3.61
H 1.38 -2.48 -1.20
H 1.12 -0.93 -2.02
H 2.15 -2.15 -2.75
H -0.83 -2.49 -4.77
H 0.93 -2.68 -4.85
H 0.21 -1.12 -4.39
H -2.41 2.33 0.78
H -0.67 2.28 0.38
H -1.33 3.66 1.25
H 0.07 2.10 4.14
H -0.69 3.63 3.67
H 0.65 2.97 2.73
Se -3.11 -0.19 -2.11
C -4.38 1.13 -2.61
C -4.03 2.47 -2.54
C -4.95 3.44 -2.93
C -6.20 3.06 -3.38
C -6.54 1.71 -3.46
C -5.63 0.74 -3.07
H -3.05 2.76 -2.18
H -4.69 4.49 -2.87
H -6.92 3.81 -3.68
H -7.52 1.42 -3.81
H -5.89 -0.31 -3.12
Se -4.78 0.62 0.57
C -3.65 -0.47 -0.28
N -2.99 -1.47 0.36
C 0.86 -3.19 1.66
C 1.48 -1.85 1.85
N 1.07 -0.71 1.34
C 1.94 0.27 1.77
C 2.89 -0.29 2.56
N 2.58 -1.63 2.60
H -0.21 -3.08 1.44
H 0.96 -3.80 2.56
H 1.32 -3.73 0.84
H 1.85 1.30 1.47
H 3.75 0.14 3.05
H 3.11 -2.35 3.07
C 6.05 -0.29 2.60
C 5.19 0.78 1.97
C 4.40 1.59 2.78
C 3.59 2.57 2.22
C 3.60 2.77 0.85
C 4.42 1.99 0.04
N 4.51 2.24 -1.35
C 3.52 2.93 -2.04
C 3.82 4.04 -2.83
C 2.82 4.76 -3.46
C 1.49 4.40 -3.28
C 1.19 3.28 -2.52
C 2.19 2.52 -1.93
C 1.88 1.20 -1.29
O 2.73 0.38 -1.02
O 0.60 1.00 -1.02
C 5.19 0.96 0.59
C 5.98 0.06 -0.33
H 6.00 -0.24 3.69
H 7.10 -0.20 2.31
H 5.73 -1.29 2.30
H 4.43 1.46 3.86
H 2.98 3.19 2.86
H 3.00 3.56 0.41
H 5.44 2.32 -1.72
H 4.86 4.34 -2.92
H 3.09 5.62 -4.06
H 0.70 4.99 -3.74
H 0.16 2.96 -2.41
H 5.46 -0.03 -1.29
H 6.10 -0.93 0.10
H 6.98 0.45 -0.52

Atomic partial charges in e from the Löwdin method, atoms 1 to 99:
1 Mn 0.81
2 C -0.05
3 N -0.14
4 C -0.04
5 C -0.37
6 N 0.07
7 C -0.31
8 C -0.01
9 C -0.06
10 C -0.07
11 C -0.05
12 C -0.34
13 N 0.06
14 C -0.39
15 N -0.12
16 C -0.04
17 C -0.05
18 N -0.14
19 C -0.04
20 C -0.03
21 N -0.11
22 C -0.02
23 C -0.03
24 H 0.10
25 H 0.10
26 H 0.07
27 H 0.10
28 H 0.10
29 H 0.09
30 H 0.09
31 H 0.11
32 H 0.11
33 H 0.13
34 H 0.09
35 H 0.09
36 H 0.10
37 H 0.02
38 H 0.09
39 H 0.10
40 H 0.08
41 H 0.05
42 H 0.11
43 H 0.08
44 H 0.10
45 H 0.10
46 H 0.05
47 H 0.06
48 H 0.10
49 H 0.08
50 H 0.10
51 H 0.08
52 Se 1.12
53 C -0.58
54 C -0.13
55 C -0.07
56 C -0.07
57 C -0.07
58 C -0.12
59 H 0.10
60 H 0.11
61 H 0.11
62 H 0.11
63 H 0.11
64 Se 0.77
65 C -0.97
66 N -0.13
67 C 0.01
68 C -0.37
69 N 0.05
70 C -0.09
71 C -0.06
72 N 0.15
73 H 0.06
74 H 0.09
75 H 0.08
76 H 0.09
77 H 0.05
78 H 0.17
79 C -0.03
80 C -0.26
81 C -0.15
82 C -0.09
83 C -0.02
84 C -0.20
85 N 0.09
86 C -0.21
87 C -0.01
88 C -0.07
89 C -0.08
90 C -0.02
91 C -0.08
92 C -0.55
93 O 0.08
94 O -0.20
95 C -0.15
96 C -0.02
97 H 0.09
98 H 0.10
99 H 0.08

=====

Density functional theory data (the ωB97M-V functional and the def2-TZVPD basis) for C42H54BFeN6PS3 as an isolated structure.

**<S²>**: 8.80
**Orbital gap (alpha / beta)**: 0.304 / 0.268 Ha
**Total charge**: +1
**2S+1**: 6

Cartesian coordinates (Å):
Fe -0.17 -0.13 -0.07
C 0.54 5.87 1.63
C 0.53 4.84 0.51
C 0.29 5.50 -0.85
C 1.89 4.15 0.46
N -0.61 3.90 0.77
C -1.92 4.36 0.71
C -2.72 3.37 1.13
N -1.92 2.29 1.46
B -2.63 1.06 2.10
N -3.56 0.39 1.05
C -4.77 -0.14 1.46
C -5.39 -0.64 0.38
N -4.57 -0.40 -0.72
C -3.44 0.21 -0.29
S -2.09 0.66 -1.27
C -4.96 -0.93 -2.08
C -4.24 -0.25 -3.24
C -6.47 -0.68 -2.25
C -4.65 -2.42 -2.07
N -1.70 0.06 2.86
C -1.30 0.40 4.13
C -0.55 -0.61 4.61
N -0.51 -1.59 3.63
C -1.20 -1.16 2.55
S -1.36 -1.93 1.00
C 0.18 -2.91 3.90
C 1.69 -2.64 3.90
C -0.14 -3.98 2.86
C -0.29 -3.41 5.26
C -0.64 2.63 1.24
S 0.71 1.54 1.41
H 1.39 6.54 1.51
H 0.62 5.38 2.60
H -0.37 6.48 1.63
H 1.08 6.24 -1.02
H -0.66 6.03 -0.91
H 0.32 4.76 -1.65
H 2.61 4.91 0.15
H 1.93 3.33 -0.26
H 2.20 3.76 1.43
H -2.17 5.35 0.38
H -3.79 3.33 1.22
H -3.35 1.50 2.97
H -5.07 -0.12 2.49
H -6.34 -1.13 0.29
H -4.31 0.84 -3.18
H -4.73 -0.58 -4.15
H -3.19 -0.52 -3.29
H -6.72 0.35 -2.03
H -7.08 -1.34 -1.63
H -6.73 -0.88 -3.29
H -3.58 -2.58 -1.92
H -4.93 -2.86 -3.04
H -5.20 -2.94 -1.29
H -1.57 1.33 4.59
H -0.05 -0.71 5.55
H 2.03 -2.39 2.89
H 2.21 -3.54 4.22
H 1.95 -1.83 4.57
H 0.27 -3.76 1.88
H -1.22 -4.14 2.76
H 0.31 -4.90 3.23
H 0.00 -2.76 6.08
H 0.16 -4.39 5.44
H -1.37 -3.53 5.28
C 3.41 -0.51 1.63
C 3.96 0.36 0.54
C 5.04 1.19 0.84
C 5.66 1.96 -0.14
C 5.20 1.90 -1.45
C 4.12 1.09 -1.77
C 3.49 0.33 -0.78
P 1.99 -0.61 -1.21
C 1.74 -0.33 -3.00
C 2.12 -1.31 -3.92
C 1.86 -1.17 -5.27
C 1.19 -0.04 -5.72
C 0.85 0.96 -4.82
C 1.13 0.84 -3.46
C 0.85 2.03 -2.57
C 2.40 -2.37 -1.05
C 3.65 -2.76 -0.60
C 3.95 -4.10 -0.35
C 2.97 -5.07 -0.55
C 1.73 -4.71 -1.01
C 1.40 -3.36 -1.29
C 0.14 -3.06 -1.83
H 4.08 -1.36 1.81
H 2.43 -0.93 1.40
H 3.32 0.04 2.57
H 5.41 1.23 1.86
H 6.49 2.60 0.12
H 5.69 2.49 -2.22
H 3.77 1.06 -2.79
H 2.62 -2.21 -3.57
H 2.15 -1.95 -5.97
H 0.96 0.08 -6.77
H 0.36 1.86 -5.18
H -0.13 2.46 -2.78
H 1.60 2.80 -2.77
H 0.91 1.81 -1.51
H 4.42 -2.02 -0.43
H 4.94 -4.38 0.00
H 3.19 -6.11 -0.36
H 0.97 -5.46 -1.19
H -0.60 -3.85 -1.93
H -0.14 -2.08 -2.20

Atomic partial charges in e from the Löwdin method, atoms 1 to 99:
1 Fe 0.12
2 C -0.02
3 C -0.53
4 C -0.02
5 C -0.09
6 N 0.02
7 C -0.03
8 C -0.04
9 N 0.03
10 B -0.56
11 N 0.03
12 C -0.03
13 C -0.03
14 N 0.01
15 C -0.63
16 S 0.70
17 C -0.53
18 C -0.09
19 C -0.04
20 C -0.02
21 N 0.02
22 C -0.05
23 C -0.03
24 N 0.02
25 C -0.62
26 S 0.70
27 C -0.53
28 C -0.01
29 C -0.09
30 C -0.03
31 C -0.61
32 S 0.72
33 H 0.09
34 H 0.10
35 H 0.08
36 H 0.10
37 H 0.08
38 H 0.08
39 H 0.10
40 H 0.04
41 H 0.06
42 H 0.12
43 H 0.13
44 H 0.13
45 H 0.13
46 H 0.12
47 H 0.08
48 H 0.09
49 H 0.03
50 H 0.10
51 H 0.08
52 H 0.09
53 H 0.08
54 H 0.10
55 H 0.09
56 H 0.13
57 H 0.12
58 H 0.06
59 H 0.10
60 H 0.09
61 H 0.03
62 H 0.08
63 H 0.09
64 H 0.08
65 H 0.09
66 H 0.10
67 C -0.10
68 C -0.29
69 C -0.04
70 C -0.06
71 C -0.07
72 C -0.07
73 C -0.31
74 P 1.06
75 C -0.33
76 C -0.08
77 C -0.06
78 C -0.06
79 C -0.04
80 C -0.28
81 C -0.09
82 C -0.31
83 C -0.08
84 C -0.06
85 C -0.07
86 C -0.03
87 C -0.32
88 C 0.06
89 H 0.09
90 H 0.02
91 H 0.09
92 H 0.12
93 H 0.11
94 H 0.11
95 H 0.11
96 H 0.11
97 H 0.11
98 H 0.11
99 H 0.12

=====

Number 1: energy -8283.89113 hartree. Number 2: energy -4785.86891 hartree.